# 1
The following is a DFT calculation (ωB97M-V/def2-TZVPD) of C26H35N7O in the gas phase at a distorted geometry.

## Properties
Highest occupied orbital energy   -7.845 eV
M   461.61 g mol⁻¹
LUMO level   0.64 eV
SMILES string   CN(CCNC(=O)C1CCN(c2ncnc3c2nc2n3CCCCC2)CC1)Cc1ccccc1
Orbital gap   8.48 eV

```
69
Properties=species:S:1:pos:R:3:forces:R:3
C 1.48986 3.82194 -2.32166 0.006 -0.043 -0.007
N 0.36984 3.09561 -1.75498 -0.079 -0.043 -0.149
C -0.60959 3.98895 -1.14818 0.042 0.062 0.252
C -0.07274 4.60061 0.15168 -0.127 0.118 -0.097
N 0.53163 3.57095 0.96193 0.128 -0.020 -0.475
C 0.23036 3.37409 2.25984 0.436 -0.245 0.214
O -0.47051 4.14096 2.89071 -0.278 0.180 0.256
C 0.81113 2.11551 2.91287 -0.289 0.049 -0.136
C 1.69206 1.24507 2.01599 0.100 -0.101 0.341
C 2.06095 -0.05816 2.73162 0.283 0.175 -0.373
N 0.86941 -0.74857 3.16133 0.159 -0.114 0.165
C 0.22723 -1.60982 2.34069 -0.069 -0.402 -0.156
N -0.91893 -2.15183 2.78265 0.200 0.367 0.312
C -1.56047 -3.03570 2.04216 -0.271 -0.168 -0.158
N -1.24973 -3.47880 0.83862 0.011 -0.269 -0.536
C -0.13103 -2.92103 0.37475 -0.028 0.421 0.997
C 0.67669 -1.99826 1.06329 -0.561 -0.555 -0.391
N 1.70764 -1.60899 0.24095 0.440 0.294 -0.203
C 1.53219 -2.26103 -0.87445 0.291 0.129 0.148
N 0.43893 -3.08297 -0.85132 0.093 0.124 0.339
C -0.05644 -3.92583 -1.90384 -0.347 -0.192 -0.473
C -0.45871 -3.12811 -3.14404 0.218 -0.150 -0.017
C 0.72895 -2.63545 -3.96987 -0.208 0.239 0.097
C 1.58273 -1.57536 -3.27493 0.152 -0.221 -0.176
C 2.38220 -2.11233 -2.08088 -0.075 0.154 -0.128
C 0.09468 0.01101 4.11817 -0.479 0.172 0.087
C -0.37890 1.30537 3.45364 0.223 -0.013 0.308
C -0.23501 2.22858 -2.75391 0.126 -0.018 -0.023
C -1.15575 1.17766 -2.18681 -0.048 -0.023 -0.037
C -2.07784 0.55670 -3.02151 0.051 0.039 0.016
C -2.90527 -0.44225 -2.53900 -0.098 -0.014 -0.036
C -2.83378 -0.82524 -1.20938 -0.074 -0.045 0.007
C -1.92536 -0.20499 -0.36986 -0.035 -0.097 0.039
C -1.08496 0.77880 -0.85947 0.065 0.035 -0.051
H 1.96608 4.42388 -1.55146 0.085 0.074 -0.005
H 2.22338 3.11018 -2.69917 0.050 0.030 -0.023
H 1.18825 4.48590 -3.14673 0.006 0.029 -0.004
H -1.49732 3.39583 -0.91902 0.012 0.087 0.001
H -0.90582 4.79995 -1.83531 -0.005 -0.069 -0.003
H -0.88581 5.04628 0.72884 0.116 0.012 -0.099
H 0.66175 5.38550 -0.06353 -0.131 0.005 0.032
H 1.08745 2.91108 0.44150 -0.058 -0.129 0.163
H 1.40387 2.45550 3.77099 -0.038 0.043 -0.051
H 1.16309 0.95370 1.10748 0.028 0.038 -0.111
H 2.60566 1.77466 1.73941 0.026 0.021 -0.107
H 2.66218 0.15188 3.62229 0.002 -0.020 -0.045
H 2.62452 -0.69976 2.05469 0.035 0.127 0.198
H -2.46809 -3.43536 2.47624 -0.078 -0.058 0.040
H 0.70654 -4.66868 -2.16620 -0.111 -0.004 0.066
H -0.92561 -4.44246 -1.48947 0.151 -0.008 -0.033
H -1.07005 -2.27786 -2.83466 -0.051 -0.054 -0.001
H -1.07494 -3.77382 -3.77280 -0.061 -0.005 0.015
H 1.36016 -3.48656 -4.23970 0.036 -0.036 -0.083
H 0.34198 -2.20810 -4.89808 0.038 -0.056 -0.045
H 2.28775 -1.17175 -4.00537 -0.015 0.058 0.022
H 0.94253 -0.75746 -2.93665 -0.003 0.103 -0.008
H 2.83020 -3.07517 -2.34350 0.083 -0.006 -0.026
H 3.18405 -1.41890 -1.82599 -0.025 -0.105 0.069
H 0.72683 0.23075 4.98300 -0.021 -0.025 0.003
H -0.75404 -0.59745 4.42932 0.152 0.132 0.096
H -1.04592 1.04976 2.62625 -0.095 -0.027 -0.048
H -0.93811 1.91841 4.16034 -0.035 0.013 -0.054
H 0.58302 1.71266 -3.27113 -0.053 0.089 -0.029
H -0.78174 2.81203 -3.51774 0.076 -0.045 0.025
H -2.14436 0.85576 -4.05859 -0.023 0.054 -0.113
H -3.61193 -0.91976 -3.20237 -0.064 -0.040 -0.054
H -3.47658 -1.60437 -0.82884 -0.068 -0.075 0.040
H -1.87368 -0.49147 0.66993 0.031 -0.045 0.134
H -0.37145 1.25632 -0.20925 0.053 0.069 0.083
```
Forces are in eV/Å.

=====

# 2
The following is a DFT calculation (ωB97M-V/def2-TZVPD) of a molecular structure, C26H35O2Sc at a distorted geometry.

## Properties
ΔE to the lowest compared entry with this formula, charge and spin   0.0 kcal/mol
Highest occupied orbital energy   -6.608 eV
M   424.52 g mol⁻¹
LUMO level   0.31 eV
Orbital gap   6.92 eV

```
64
Properties=species:S:1:pos:R:3:forces:R:3
O -0.12045 -0.10797 -4.69528 0.125 0.662 -2.992
C -0.23382 1.25081 -5.29743 0.141 -0.032 0.460
C -0.26217 0.72253 -6.72969 -0.051 -0.263 0.411
H 0.65250 1.84731 -5.04685 -0.331 -0.075 0.039
H -1.15686 1.76483 -4.99508 0.308 -0.197 0.187
C -0.17850 -0.66922 -6.05101 0.171 -0.002 -1.073
H 0.61834 0.98164 -7.32896 -0.295 -0.071 0.131
H -1.18329 0.91487 -7.29164 0.254 -0.020 0.177
C 1.12230 -1.35469 -6.41192 -0.150 -0.132 0.247
H 1.96204 -0.67091 -6.24536 -0.120 -0.174 -0.064
H 1.09282 -1.65734 -7.45966 0.080 0.053 -0.026
H 1.26386 -2.24628 -5.80820 0.109 -0.154 0.128
C -1.41556 -1.52036 -6.27817 0.294 -0.063 0.373
H -2.32114 -0.97179 -6.00840 0.080 -0.033 -0.037
H -1.36197 -2.42878 -5.67705 -0.067 -0.034 0.054
H -1.47077 -1.81624 -7.32553 -0.026 0.049 -0.048
Sc -0.43557 -0.36723 1.76212 1.213 0.518 1.251
C -2.43784 -0.79539 3.16302 -0.529 0.582 -0.560
C -2.27038 0.61950 3.13882 -0.363 -0.400 -0.425
C -2.39886 1.06993 1.79470 -0.556 -0.588 -0.295
H -2.12363 1.24700 4.01315 0.134 -0.149 -0.397
C -2.70066 -0.07693 0.97283 -0.367 0.193 1.209
C -2.73021 -1.22352 1.83008 -0.264 0.679 -0.162
H -3.01055 -2.23226 1.52760 0.301 0.324 0.079
H -2.43010 -1.42860 4.05171 0.134 0.260 -0.387
H -2.34245 2.10347 1.43798 0.040 -0.481 0.244
H -2.95941 -0.05466 -0.08115 0.117 -0.015 0.208
C 0.68402 -1.96714 3.35352 0.160 -0.367 -0.601
C -0.15473 -2.74153 2.50252 1.016 0.201 -0.363
C 0.31211 -2.58679 1.16032 0.316 0.009 0.364
H -0.94943 -3.40651 2.82456 0.006 0.348 -0.102
C 1.46917 -1.72874 1.18991 -0.108 -0.789 0.633
C 1.70172 -1.36712 2.54517 -0.302 -0.592 -0.374
H 2.54510 -0.78592 2.90639 -0.380 0.008 -0.045
H 0.60197 -1.90643 4.44214 0.016 0.166 -0.525
H -0.07203 -3.11275 0.28507 0.057 0.256 0.294
H 2.10711 -1.49103 0.34069 -0.269 0.070 0.275
O 0.46555 0.68234 -0.22014 -0.485 -0.368 0.275
C -0.19422 -0.20603 -1.18240 0.088 0.058 -0.239
C -0.68295 0.70182 -2.29103 -0.526 -0.356 -0.084
H -1.05159 -0.79220 -0.75208 0.922 0.556 0.038
H 0.55653 -0.93016 -1.56048 -0.270 0.421 0.350
C 0.19772 1.96303 -2.19984 0.154 -0.950 -0.169
H -1.76495 0.93283 -2.19520 0.569 0.053 0.152
H -0.52826 0.12090 -3.21162 -0.579 0.764 1.022
C 0.40669 2.05734 -0.70255 -0.438 0.183 0.397
H -0.29984 2.82520 -2.64157 0.120 0.108 0.178
H 1.15421 1.78891 -2.72814 -0.347 0.122 0.261
H -0.48963 2.51527 -0.24951 0.442 0.077 0.008
H 1.32014 2.59513 -0.39277 -0.443 -0.450 0.009
C 0.65182 1.29070 3.07862 -0.770 -0.008 -1.395
C 1.16469 1.11077 4.43266 0.246 -0.137 0.659
C 2.54305 1.27943 4.70760 -0.545 -0.209 0.085
C 3.05929 1.02567 5.97025 -0.324 -0.328 0.616
C 2.22001 0.58966 7.01376 -0.018 0.205 -0.478
C 0.84182 0.46598 6.77146 0.444 0.084 0.094
C 0.31926 0.72289 5.50992 0.557 0.191 -0.277
H 1.44444 1.48960 2.32605 -0.175 0.237 0.503
H -0.12764 2.06739 3.02495 0.416 -0.033 0.019
H 3.19775 1.61437 3.90155 -0.143 -0.069 0.188
H 4.12378 1.16161 6.16007 -0.203 -0.056 -0.046
H 2.63424 0.35686 7.99510 -0.122 0.121 -0.250
H 0.17649 0.16360 7.58357 0.183 0.048 -0.237
H -0.75106 0.60135 5.34086 0.354 -0.008 0.031
```
Forces are in eV/Å.

=====

# 3
The following is a DFT calculation (ωB97M-V/def2-TZVPD) of a molecular structure, C26H36BFeNO3P2 at a distorted geometry.

## Properties
Highest occupied orbital energy (alpha / beta)   -9.014 / -10.866 eV
M   539.18 g mol⁻¹
Spin multiplicity   6
LUMO level (alpha / beta)   -3.29 / -6.84 eV
Net charge   +1
Orbital gap (alpha / beta)   5.72 / 4.02 eV

```
70
Properties=species:S:1:pos:R:3:forces:R:3
C -2.76895 2.36134 -3.37689 0.158 0.887 -0.433
C -2.38764 1.17637 -2.75183 -0.792 -0.119 -0.256
C -1.02289 0.80401 -2.88139 1.601 0.091 -0.496
C -0.01507 1.86766 -2.91312 -1.602 0.690 -0.638
C -0.46160 3.11652 -3.37965 2.227 -1.705 0.745
C -1.79596 3.31101 -3.72809 -1.714 -0.177 -0.044
C 1.32914 1.48100 -2.64887 0.878 1.015 1.892
C 1.65661 0.09873 -2.63550 0.608 -1.577 -0.096
C 0.55311 -0.85636 -2.66931 0.421 1.414 -0.430
C 0.81681 -2.20022 -2.27560 -0.576 -0.808 0.259
C 2.09810 -2.68936 -2.49495 1.226 -0.146 -0.300
C 3.15815 -1.81289 -2.75966 -0.370 -1.611 0.270
C 2.95332 -0.43503 -2.69511 -1.514 2.145 -0.055
H -3.82073 2.53071 -3.63761 0.429 0.056 0.456
H 0.32794 3.83020 -3.59346 -0.354 0.230 0.001
H -2.08203 4.23384 -4.23424 -0.015 -0.277 0.196
H 1.87062 2.09662 -1.86483 -0.257 -0.383 -1.509
H 2.26741 -3.77453 -2.48646 -0.017 0.571 0.241
H 4.15659 -2.19910 -2.96001 -0.255 0.037 0.128
H 3.74155 0.30072 -2.81179 0.239 -0.339 0.036
N -0.66822 -0.48118 -3.11708 -0.927 -0.442 1.495
Fe -1.18647 -0.56269 0.84197 -2.229 -0.724 -0.273
C -3.34625 0.31115 -2.00696 0.275 -0.154 0.121
H -3.38034 -0.69850 -2.42968 -0.048 0.056 -0.051
H -4.33607 0.77524 -1.96549 0.028 -0.187 -0.374
C -0.23635 -3.04770 -1.62792 -0.088 0.056 -0.203
H -1.13741 -3.11584 -2.26147 0.285 0.084 0.118
H 0.17000 -4.05304 -1.41577 -0.263 0.373 -0.356
P -2.89530 0.12099 -0.19754 -0.412 0.807 0.410
P -0.84314 -2.42033 0.06422 0.966 -2.108 -0.369
C 0.38185 -3.29207 1.11581 0.031 -0.213 -0.259
H 0.09100 -3.17638 2.16875 0.110 -0.064 -0.277
H 0.41556 -4.35607 0.83597 0.132 0.231 0.242
H 1.35939 -2.81312 0.98088 -0.187 -0.169 0.103
C -2.31626 -3.51339 0.30361 0.183 -0.081 -0.165
H -1.98388 -4.55673 0.42313 -0.271 0.312 -0.060
H -2.84795 -3.18998 1.21188 0.193 -0.199 -0.243
H -3.00210 -3.42876 -0.55185 0.196 -0.102 0.259
C -3.27218 1.80724 0.36767 -0.252 -0.191 -0.297
H -4.29255 2.02052 0.04561 -0.023 0.511 0.158
H -3.17753 1.83965 1.45598 -0.093 0.061 -0.171
H -2.55220 2.49397 -0.08059 -0.110 0.109 0.077
C -4.34056 -0.80055 0.42660 -0.072 0.098 -0.293
H -4.21771 -0.94406 1.50576 -0.129 0.080 -0.155
H -5.21681 -0.18300 0.21752 -0.212 -0.289 0.172
H -4.42471 -1.77946 -0.05523 -0.110 0.253 0.093
C -0.86623 -0.04184 2.60814 -0.136 1.326 -0.598
O -1.58525 -0.32553 3.49333 -0.277 -0.336 1.120
H -0.68826 -0.07686 -0.39368 1.495 0.645 -0.573
C 3.72202 -0.08137 1.97542 0.185 0.100 -0.086
C 2.41693 0.29385 2.65350 0.913 0.296 0.598
C 2.55667 0.01063 4.15272 -0.030 0.140 0.269
O 1.41963 -0.57569 2.15907 -0.840 0.089 -0.479
B 0.40586 0.27766 1.65160 2.012 0.850 -0.929
O 1.02451 1.53703 1.19015 -1.425 -1.672 0.648
C 1.90771 1.75932 2.28226 0.281 0.318 0.807
C 1.07193 2.38452 3.41142 -0.059 0.161 0.193
C 2.99906 2.74475 1.88799 0.142 -0.014 0.025
H 4.53812 0.51914 2.39969 -0.055 -0.212 -0.301
H 3.65026 0.06658 0.88993 0.109 0.041 0.205
H 3.92597 -1.14225 2.16544 -0.018 0.218 -0.029
H 2.86189 -1.04164 4.29507 -0.060 0.475 -0.108
H 3.33244 0.66536 4.58478 -0.309 -0.256 0.000
H 1.60604 0.15006 4.70030 0.481 0.023 -0.302
H 1.70667 2.65035 4.26643 -0.246 -0.093 -0.106
H 0.59475 3.30410 3.03397 0.228 -0.307 0.080
H 0.26456 1.70740 3.74441 0.490 0.398 -0.009
H 3.63572 2.35083 1.09248 -0.051 0.055 0.082
H 2.55622 3.68533 1.53603 -0.025 -0.244 0.117
H 3.62450 2.98114 2.76218 -0.100 -0.103 -0.289
```
Forces are in eV/Å.

=====

# 4
The following is a DFT calculation (ωB97M-V/def2-TZVPD) of a molecular structure, C26H36Cl2OP2SbY at a distorted geometry.

## Properties
Highest occupied orbital energy   -13.756 eV
M   708.09 g mol⁻¹
LUMO level   -6.86 eV
Net charge   +2
Orbital gap   6.89 eV

```
69
Properties=species:S:1:pos:R:3:forces:R:3
C 5.00849 2.54562 0.59630 0.330 0.017 0.843
C 3.89421 2.44711 -0.37564 -2.269 -2.296 1.480
H 4.79807 1.86577 1.45884 0.215 0.600 -0.800
H 5.23237 3.57166 0.98200 -0.496 -0.616 -0.512
H 5.92823 2.24565 0.07573 -0.109 -0.056 0.115
O 2.88838 1.69457 -0.13364 2.728 2.473 -1.068
Cl 4.02390 3.25101 -1.87391 -0.201 0.071 0.018
Y 0.98951 1.14995 -1.35245 -0.433 -0.599 -0.953
P -0.00821 3.37872 0.05044 -1.035 1.369 0.737
C -0.90578 3.12855 1.63869 0.156 -0.261 -0.015
C 1.25787 4.58095 0.58001 0.256 0.038 -0.033
H 0.75582 5.48123 0.96712 0.250 -0.285 -0.131
H -1.29565 5.42219 -0.38524 -0.013 -0.439 -0.198
H 1.90632 4.85278 -0.26094 -0.131 0.105 0.160
H -0.70094 4.65562 -1.89883 -0.262 0.050 0.271
H -0.29798 2.48254 2.28868 -0.215 0.158 -0.087
H 1.87669 4.14284 1.37133 -0.110 0.106 -0.082
C -1.15381 4.46378 -0.91343 0.234 -0.232 -0.111
H -1.06687 4.09420 2.14562 0.037 -0.311 -0.293
H -2.11976 3.95643 -1.05957 0.312 0.225 0.045
H -1.87081 2.63248 1.46944 0.221 0.130 0.020
P 2.82535 -0.80346 -2.27193 0.397 -1.225 -0.531
C 2.69285 -2.44962 -1.45425 -0.026 0.174 0.169
C 2.69727 -1.16479 -4.06835 -0.114 0.229 -0.047
H 4.82289 0.55035 -2.48422 0.067 -0.165 -0.054
H 5.20412 -1.18538 -2.63545 -0.172 0.201 0.189
H 4.86676 -0.47094 -1.03279 0.052 -0.029 -0.082
C 4.59856 -0.44597 -2.09270 0.247 0.115 0.085
H 2.77145 -0.20539 -4.60649 -0.037 -0.395 0.052
H 3.51801 -1.82706 -4.39605 -0.384 0.236 0.215
H 3.34589 -3.18679 -1.94801 -0.206 0.304 0.136
H 1.65675 -2.81706 -1.44820 0.297 0.113 -0.073
H 1.71810 -1.61143 -4.30227 0.398 0.161 0.099
H 3.01758 -2.32182 -0.40908 -0.096 -0.160 -0.289
Cl -0.35409 0.38311 -3.30565 0.305 0.424 0.455
C -1.18049 -5.42194 -0.81218 0.042 0.342 0.041
C -1.23751 -4.45428 -1.82642 0.157 0.026 0.265
C -1.06152 -3.10018 -1.51319 -0.184 -0.173 -0.122
C -0.86138 -2.70819 -0.18566 0.243 0.234 0.149
C -0.74414 -3.67168 0.81913 -0.154 -0.173 0.004
C -0.92038 -5.02997 0.50636 0.090 0.190 -0.212
Sb -0.91945 -0.57375 0.25497 -1.494 -1.170 0.789
C -3.04745 -0.33600 -0.21224 0.418 0.142 -0.310
C -3.47848 0.71762 -1.03212 -0.422 -0.212 0.092
C -4.82335 0.80190 -1.42210 -0.037 -0.223 0.082
C -5.73752 -0.18403 -1.02291 0.499 0.077 0.114
C -5.29888 -1.24375 -0.21896 0.085 0.065 -0.049
C -3.95689 -1.32741 0.17657 -0.068 0.089 -0.027
C -0.90432 -0.47276 2.42824 0.098 0.339 -0.336
C -2.05118 -0.07953 3.12388 -0.240 -0.074 0.231
C -2.04669 -0.03619 4.52717 0.273 0.026 -0.171
C -0.88141 -0.35159 5.23644 0.043 -0.007 -0.367
C 0.28989 -0.67074 4.53565 -0.174 0.154 -0.174
C 0.28345 -0.70233 3.13325 0.009 -0.097 0.193
H -1.33319 -6.47725 -1.05374 0.069 0.398 0.103
H -1.41464 -4.75606 -2.86193 0.046 0.130 0.366
H -1.10643 -2.35474 -2.31132 -0.093 -0.193 0.192
H -0.53791 -3.38074 1.85139 -0.139 -0.072 -0.255
H -0.84960 -5.78110 1.29636 -0.031 0.272 -0.254
H -2.78243 1.45452 -1.42379 0.007 -0.031 0.122
H -5.15942 1.62650 -2.05975 0.186 -0.346 0.241
H -6.77604 -0.13650 -1.35613 0.339 0.005 0.161
H -6.00328 -2.02400 0.09122 0.336 0.331 -0.141
H -3.62371 -2.18479 0.76331 -0.097 0.218 -0.084
H -2.96207 0.20886 2.58655 0.302 -0.280 0.181
H -2.95069 0.25973 5.06482 0.298 -0.120 -0.210
H -0.87574 -0.32407 6.32860 -0.012 -0.026 -0.391
H 1.21372 -0.87808 5.07950 -0.295 0.060 -0.178
H 1.21757 -0.89490 2.59392 -0.293 -0.130 0.223
```
Forces are in eV/Å.

=====

> M of number 2 (C26H35O2Sc)?

424.52 g mol⁻¹